Arrangement a

The following is a quantum chemistry calculation of C2H7ClSi2 in the gas phase, from OMol25.

The geometry in XYZ format:
```
12
Properties=species:S:1:pos:R:3:lowdin_charge:R:1
C -0.046 0.361 0.807 -0.458
C 1.093 0.542 -0.170 -0.461
Si -1.171 -1.071 0.038 0.665
Si 2.304 1.834 0.017 0.289
Cl 2.592 2.945 1.716 0.208
H -0.378 1.270 1.144 0.015
H 0.414 -0.259 1.592 0.051
H 0.977 0.127 -1.284 0.050
H -1.069 -1.118 -1.414 -0.087
H -2.524 -1.006 0.523 -0.103
H -0.423 -2.213 0.426 -0.089
H 3.563 1.462 -0.649 -0.081
```

As for the HOMO energy: -8.19 eV.


Arrangement b

The following is a quantum chemistry calculation of C2H7ClSi2 as an isolated structure, from OMol25.

The geometry in XYZ format:
```
12
Properties=species:S:1:pos:R:3:lowdin_charge:R:1
C -0.064 -1.279 -0.402 -0.437
C 0.066 1.309 0.364 -0.395
Si -1.427 -0.224 0.535 0.676
Si 1.272 0.115 -0.700 0.174
Cl 3.025 -0.120 0.322 0.254
H 0.422 -1.850 0.313 -0.038
H -0.420 -1.915 -1.186 -0.001
H -0.296 2.231 -0.144 -0.013
H 0.417 1.746 1.317 -0.006
H -2.791 -0.367 -0.218 -0.057
H -1.893 -0.246 1.861 -0.112
H 1.689 0.600 -2.062 -0.046
```

As for the HOMO energy: -9.65 eV.


Arrangement c

The following is a quantum chemistry calculation of a 2-piece molecular cluster, C2H7ClSi2 overall, from OMol25.

The geometry in XYZ format:
```
12
Properties=species:S:1:pos:R:3:lowdin_charge:R:1
C -0.187 0.724 -1.411 -0.368
C -0.623 -2.408 1.207 -0.274
Si 0.206 2.375 -1.597 0.655
Si 0.380 -1.082 1.693 0.175
Cl 2.367 -1.113 1.821 0.277
H -1.032 0.576 -0.690 -0.035
H 0.339 -0.202 -1.658 -0.034
H -1.644 -2.538 1.218 -0.068
H -0.024 -3.286 1.066 -0.049
H 1.305 3.194 -2.013 -0.136
H -0.902 3.424 -1.514 -0.088
H -0.185 0.338 1.877 -0.054
```

As for the HOMO energy: -8.41 eV.


It turns out arrangement b is the most stable, with the second structure 0.0706 hartree higher.


Arrangement a

The following is a quantum chemistry calculation of a 2-piece molecular cluster, C3H3N2O2 overall, from OMol25.

The geometry in XYZ format:
```
10
Properties=species:S:1:pos:R:3:lowdin_charge:R:1
C 0.537 1.004 -2.502 0.044
C 0.267 0.623 -1.360 -0.201
C -0.009 0.334 0.033 -0.315
N 0.618 -0.728 0.669 -0.019
N 0.046 -1.078 1.737 -0.605
O -0.864 -0.396 2.256 -0.114
O 0.548 -2.012 2.319 -0.080
H 0.492 1.160 -3.577 0.003
H -1.578 -0.227 -0.120 0.189
H -0.057 1.319 0.543 0.098
```

As for the total charge: -1. As for the HOMO energy: -4.06 eV.


Arrangement b

The following is a quantum chemistry calculation of an isolated ion of composition C3H3N2O2 and charge -1, from OMol25.

The geometry in XYZ format:
```
10
Properties=species:S:1:pos:R:3:lowdin_charge:R:1
C -1.211 -0.037 -0.052 -0.436
C 1.172 0.077 -0.021 -0.458
C -0.149 0.967 -0.287 -0.186
N -0.731 -1.281 0.245 -0.087
N 0.652 -1.100 0.319 -0.016
O -0.965 1.084 0.863 -0.083
O 2.363 0.384 -0.154 -0.080
H -2.200 0.017 -0.499 0.110
H -0.131 1.806 -0.971 0.111
H 1.199 -1.916 0.558 0.127
```

As for the total charge: -1. As for the HOMO energy: -1.93 eV.


It turns out arrangement b is the most stable, with the second structure 0.1671 hartree higher.


Arrangement a

The following is a quantum chemistry calculation of C19H25N3O4S in the gas phase, from OMol25.

The geometry in XYZ format:
```
52
Properties=species:S:1:pos:R:3:lowdin_charge:R:1
C 0.431 -5.163 0.233 -0.081
H 0.337 -6.128 -0.263 0.095
O 1.538 -4.535 -0.368 -0.074
C 1.905 -3.300 0.059 -0.263
C 1.257 -2.583 1.062 -0.016
C 1.709 -1.319 1.403 -0.055
C 2.805 -0.784 0.761 -0.290
C 3.468 -1.491 -0.225 -0.050
C 3.020 -2.745 -0.577 0.020
H 3.508 -3.321 -1.347 0.124
H 4.328 -1.048 -0.699 0.122
S 3.325 0.885 1.137 0.654
O 4.748 0.980 1.014 -0.283
O 2.703 1.293 2.365 -0.291
N 2.677 1.834 -0.071 -0.065
H 3.053 1.559 -0.970 0.114
C 1.233 1.867 -0.092 -0.282
C 0.699 0.694 -0.919 -0.472
O 1.397 0.113 -1.731 0.061
N -0.582 0.386 -0.680 0.083
H -1.130 0.853 0.039 0.104
C -1.257 -0.728 -1.301 -0.152
H -1.897 -0.373 -2.119 0.129
H -0.493 -1.388 -1.720 0.121
C -2.109 -1.465 -0.262 -0.115
C -3.216 -0.588 0.255 -0.279
N -2.848 0.547 0.846 0.087
C -3.777 1.362 1.313 -0.123
C -5.133 1.095 1.230 -0.061
C -5.526 -0.083 0.614 -0.061
C -4.555 -0.937 0.117 -0.017
H -4.830 -1.859 -0.371 0.110
H -6.573 -0.333 0.522 0.108
H -5.857 1.786 1.631 0.102
H -3.408 2.268 1.776 0.111
H -2.529 -2.367 -0.707 0.113
H -1.461 -1.747 0.571 0.106
H 0.914 1.763 0.950 0.140
C 0.708 3.213 -0.641 -0.372
C 1.105 4.340 0.308 -0.065
H 0.656 4.195 1.287 0.080
H 0.781 5.300 -0.087 0.077
H 2.185 4.351 0.427 0.080
C 1.237 3.477 -2.048 -0.056
H 2.310 3.644 -2.017 0.083
H 1.035 2.632 -2.702 0.078
H 0.761 4.361 -2.467 0.081
H -0.386 3.141 -0.681 0.135
H 1.226 -0.743 2.177 0.119
H 0.409 -2.999 1.585 0.101
H -0.488 -4.588 0.082 0.087
H 0.590 -5.321 1.304 0.098
```

As for the HOMO energy: -8.82 eV.


Arrangement b

The following is a quantum chemistry calculation of C19H25N3O4S in the gas phase, from OMol25.

The geometry in XYZ format:
```
52
Properties=species:S:1:pos:R:3:lowdin_charge:R:1
C 6.800 0.484 0.990 -0.105
C 6.220 -0.780 1.615 -0.261
C 4.745 -0.987 1.278 -0.185
H 4.175 -0.112 1.595 0.112
C 4.514 -1.204 -0.221 -0.139
N 3.138 -1.534 -0.485 -0.020
C 2.640 -2.780 -0.636 -0.037
C 1.280 -2.643 -0.807 -0.114
N 0.945 -1.347 -0.754 0.120
C 2.072 -0.677 -0.547 -0.223
C 2.156 0.777 -0.477 -0.267
O 3.211 1.385 -0.441 0.096
C 0.820 1.438 -0.472 -0.092
C -0.159 0.945 0.385 -0.017
C -1.421 1.498 0.373 -0.258
C -1.731 2.554 -0.460 -0.032
C -0.746 3.072 -1.281 -0.015
C 0.534 2.526 -1.308 -0.190
C 1.570 3.076 -2.236 -0.030
H 2.451 3.382 -1.675 0.082
H 1.183 3.929 -2.786 0.079
H 1.886 2.313 -2.946 0.094
H -0.973 3.909 -1.925 0.114
H -2.730 2.958 -0.441 0.118
S -2.704 0.738 1.354 0.685
O -3.711 1.708 1.672 -0.285
O -2.111 -0.007 2.430 -0.277
N -3.358 -0.295 0.192 -0.231
C -2.546 -1.469 -0.061 -0.179
H -2.531 -2.123 0.823 0.134
C -3.143 -2.216 -1.256 -0.186
H -3.056 -1.581 -2.151 0.131
O -4.492 -2.556 -1.041 -0.128
C -5.268 -1.408 -0.780 -0.187
H -5.248 -0.739 -1.653 0.130
C -4.741 -0.658 0.442 -0.177
H -4.820 -1.302 1.330 0.138
H -5.297 0.263 0.616 0.119
H -6.286 -1.760 -0.609 0.129
H -2.615 -3.156 -1.423 0.125
H -1.528 -1.154 -0.292 0.094
H 0.051 0.147 1.077 0.121
H 0.541 -3.402 -0.966 0.099
H 3.264 -3.651 -0.622 0.122
H 4.761 -0.292 -0.766 0.115
H 5.137 -2.028 -0.581 0.135
H 4.367 -1.855 1.824 0.117
H 6.796 -1.649 1.288 0.106
H 6.312 -0.714 2.701 0.106
H 6.880 0.388 -0.089 0.068
H 6.167 1.340 1.211 0.077
H 7.793 0.677 1.387 0.070
```

As for the HOMO energy: -9.27 eV.


It turns out arrangement a is the most stable, with the second structure 0.0306 hartree higher.


Arrangement a

The following is a quantum chemistry calculation of a 2-piece molecular cluster, C2H7N2S overall, from OMol25.

The geometry in XYZ format:
```
12
Properties=species:S:1:pos:R:3:lowdin_charge:R:1
C 1.512 1.478 -1.195 -0.697
S 1.767 0.597 0.385 0.088
H 0.527 1.929 -1.178 -0.019
H 1.608 0.783 -2.040 -0.015
H 2.302 2.174 -1.424 -0.030
N -0.699 -1.124 -0.459 0.032
C -1.541 -0.750 0.524 -0.450
N -2.809 -0.935 0.472 -0.011
H -1.160 -1.144 -1.356 0.080
H 0.311 -0.908 -0.278 -0.059
H -1.111 -0.295 1.417 0.090
H -3.289 -0.765 1.346 -0.010
```

As for the total charge: -1. As for the HOMO energy: -2.69 eV.


Arrangement b

The following is a quantum chemistry calculation of a 2-piece molecular cluster, C2H7N2S overall, from OMol25.

The geometry in XYZ format:
```
12
Properties=species:S:1:pos:R:3:lowdin_charge:R:1
C 1.345 -0.209 -0.773 -0.259
N 0.089 -0.849 -0.431 -0.126
C 0.065 -1.468 0.794 -0.374
N -0.757 -2.396 1.094 0.047
H 1.206 0.394 -1.667 0.036
H 1.670 0.521 -0.018 0.019
H 2.174 -0.921 -0.863 0.064
H -0.680 -0.248 -0.723 0.011
H 0.814 -1.038 1.481 0.116
H -0.725 -2.569 2.095 0.009
S -0.454 2.131 -0.316 -0.082
H -1.130 3.259 -0.110 -0.461
```

As for the total charge: -1. As for the HOMO energy: -2.93 eV.


It turns out arrangement a is the most stable, with the second structure 0.0109 hartree higher.


Arrangement a

The following is a quantum chemistry calculation of a 2-piece molecular cluster, C3H10NO2S2 overall, from OMol25.

The geometry in XYZ format:
```
18
Properties=species:S:1:pos:R:3:lowdin_charge:R:1
N 0.244 -1.174 2.031 -0.011
C -0.490 -0.886 0.739 -0.450
C -1.812 -1.594 0.861 -0.243
O -2.725 -0.896 1.711 -0.095
C 0.426 -1.328 -0.404 -0.521
S 1.813 -0.032 -0.723 0.116
S 0.864 1.060 -2.232 -0.300
H -0.146 -1.983 2.544 0.056
H 1.249 -1.436 1.829 0.064
H -0.747 0.196 0.820 0.128
H -2.195 -1.557 -0.064 0.076
H -1.843 -2.567 1.253 0.102
H -0.191 -1.311 -1.276 0.011
H 0.898 -2.339 -0.192 0.082
H 0.065 3.864 0.519 0.017
H -0.449 2.631 -0.134 0.003
H -2.342 -0.179 2.280 0.105
O -0.724 3.308 0.577 -0.138
```

As for the total charge: -1. As for the HOMO energy: -2.76 eV.


Arrangement b

The following is a quantum chemistry calculation of a 2-piece molecular cluster, C3H10NO2S2 overall, from OMol25.

The geometry in XYZ format:
```
18
Properties=species:S:1:pos:R:3:lowdin_charge:R:1
N 0.435 -1.628 1.529 0.041
C 0.402 -0.622 0.480 -0.474
C -0.971 -0.449 -0.150 -0.249
O -1.818 0.285 0.736 -0.123
C 1.453 -0.901 -0.580 -0.534
S 2.320 0.604 -1.210 0.174
S 0.962 1.788 -2.182 -0.200
H -0.226 -1.346 2.241 0.066
H 0.153 -2.512 1.192 0.046
H 0.697 0.296 0.879 0.093
H -0.952 0.011 -1.133 0.065
H -1.430 -1.411 -0.133 0.100
H 1.170 -1.360 -1.522 0.053
H 2.258 -1.471 -0.176 0.041
H -0.195 2.598 -0.138 -0.005
H -1.578 2.425 -0.694 0.056
H -1.546 1.208 0.697 -0.053
O -1.135 2.485 0.168 -0.096
```

As for the total charge: -1. As for the HOMO energy: -2.73 eV.


It turns out arrangement b is the most stable, with the second structure 0.0272 hartree higher.


Arrangement a

The following is a quantum chemistry calculation of C6H13AlO4 as an isolated structure, from OMol25.

The geometry in XYZ format:
```
24
Properties=species:S:1:pos:R:3:lowdin_charge:R:1
O -2.518 -0.910 -2.069 -0.324
C -2.036 -1.531 -0.963 -0.351
C -1.829 -0.692 0.217 -0.200
O -2.636 0.459 0.198 -0.377
C -2.387 1.381 1.237 -0.075
Al -3.147 0.822 -1.707 0.592
H -2.588 -2.455 -0.703 0.128
H -1.936 -1.214 1.179 0.137
H -3.095 2.211 1.119 0.092
H -2.536 0.910 2.220 0.107
H -1.359 1.771 1.163 0.107
H -0.693 -2.020 -1.184 0.176
H -0.373 -0.659 0.265 0.173
O 0.755 -2.125 -0.992 -0.086
C 3.439 1.535 0.386 -0.113
O 2.691 0.373 0.651 -0.196
C 2.149 -0.213 -0.498 -0.220
C 1.178 -1.299 -0.099 -0.258
H 3.817 1.939 1.335 0.093
H 4.288 1.295 -0.271 0.090
H 2.812 2.300 -0.107 0.091
H 2.943 -0.648 -1.135 0.142
H 1.603 0.530 -1.112 0.135
H 1.459 -1.762 0.870 0.137
```

As for the HOMO energy: -7.42 eV.


Arrangement b

The following is a quantum chemistry calculation of C6H13AlO4 as an isolated structure, from OMol25.

The geometry in XYZ format:
```
24
Properties=species:S:1:pos:R:3:lowdin_charge:R:1
O 2.654 -0.104 -1.345 -0.268
C 2.233 0.746 -0.411 -0.288
C 2.083 0.348 0.892 -0.164
O 2.679 -0.869 1.211 -0.380
C 2.242 -1.470 2.415 -0.070
Al 3.175 -1.768 -0.532 0.650
H 2.346 1.824 -0.601 0.139
H 2.001 1.051 1.724 0.134
H 2.875 -2.349 2.588 0.094
H 2.351 -0.769 3.256 0.105
H 1.190 -1.785 2.331 0.107
H 0.238 1.475 -1.028 0.117
H -0.268 0.538 0.711 0.123
O -0.816 1.608 -0.962 -0.097
C -3.643 -1.688 1.023 -0.123
O -2.931 -0.481 1.108 -0.194
C -2.229 -0.175 -0.069 -0.239
C -1.260 0.962 0.175 -0.293
H -4.194 -1.882 1.959 0.092
H -4.357 -1.611 0.193 0.087
H -2.962 -2.537 0.831 0.088
H -2.933 0.105 -0.874 0.132
H -1.661 -1.058 -0.423 0.126
H -1.715 1.698 0.857 0.122
```

As for the HOMO energy: -7.92 eV.


It turns out arrangement b is the most stable, with the second structure 0.0857 hartree higher.